DFT (the ωB97M-V functional and the def2-TZVPD basis) results for C20H35AsBrCoF6N6O8S2Si2 as an isolated structure.

Geometry (Å):
Co (-0.2190, -1.0488, -0.2752)
N (0.5863, 1.6930, 1.9887)
C (1.6242, 1.0773, 2.7763)
C (2.9476, 1.8651, 2.8522)
C (3.5034, 2.4103, 1.5297)
C (3.8026, 1.3663, 0.4444)
N (4.3558, 0.1267, 0.9877)
C (5.4584, 0.0174, 1.6900)
N (6.4702, 0.8984, 1.5347)
N (5.5425, -0.9887, 2.5660)
C (1.7939, -0.4044, 2.3712)
O (2.7880, -1.0179, 2.8702)
O (0.9624, -0.8872, 1.5974)
H (0.7021, 1.5741, 0.9910)
H (0.3946, 2.6526, 2.2308)
H (1.2548, 1.0092, 3.8074)
H (3.6896, 1.2449, 3.3624)
H (2.7841, 2.7334, 3.4974)
H (4.4120, 2.9749, 1.7606)
H (2.7996, 3.1257, 1.0971)
H (4.4563, 1.7683, -0.3334)
H (2.8868, 1.0655, -0.0638)
H (3.6606, -0.5557, 1.2908)
H (6.4664, 1.4755, 0.7108)
H (7.3691, 0.6871, 1.9291)
H (4.6242, -1.3247, 2.8929)
H (6.3319, -1.0526, 3.1829)
F (3.0715, -2.2183, -0.1955)
C (3.3219, -2.1396, -1.4928)
F (4.6084, -1.7867, -1.6343)
F (3.1653, -3.3276, -2.0421)
S (2.2384, -0.8457, -2.3242)
O (1.3878, -0.3155, -1.2646)
O (3.1794, 0.1004, -2.8418)
N (1.5202, -1.6521, -3.4260)
S (-0.0229, -1.8520, -3.6903)
O (-0.8653, -1.3019, -2.6618)
O (-0.3347, -1.5479, -5.0515)
C (-0.2176, -3.7175, -3.5767)
F (0.8635, -4.3108, -3.1176)
F (-0.4705, -4.2016, -4.7957)
F (-1.2484, -4.0172, -2.7971)
Br (-3.2178, 2.2300, 2.5681)
C (-2.3726, -0.7962, 1.3483)
C (-3.1962, -1.1792, 2.3954)
C (-3.1190, -2.5074, 2.8150)
C (-2.2407, -3.4198, 2.2343)
C (-1.4211, -2.9638, 1.2200)
N (-1.5413, -1.7034, 0.8288)
C (-0.3377, -3.6988, 0.4236)
O (-0.1725, -4.8923, 0.6184)
O (0.2857, -2.9338, -0.4040)
H (-3.8478, -0.4522, 2.8570)
H (-3.7624, -2.8381, 3.6219)
H (-2.1684, -4.4483, 2.5579)
C (-5.3463, 0.2689, -0.4353)
Si (-3.7614, -0.2457, -1.2975)
C (-3.7493, -2.1174, -1.3305)
C (-3.7728, 0.3927, -3.0602)
As (-1.9982, 0.6416, 0.0552)
Si (-2.0944, 2.9592, -0.4848)
C (-1.0387, 4.1093, 0.5348)
C (-3.8174, 3.6399, -0.7026)
C (-1.2227, 2.7800, -2.1407)
H (-6.2153, -0.1607, -0.9430)
H (-5.4650, 1.3514, -0.3939)
H (-5.3434, -0.0830, 0.5987)
H (-4.5692, -2.4346, -1.9825)
H (-3.9215, -2.5474, -0.3413)
H (-2.8187, -2.5170, -1.7307)
H (-4.5745, -0.1106, -3.6078)
H (-2.8297, 0.1722, -3.5640)
H (-3.9604, 1.4669, -3.1128)
H (-1.3098, 4.0639, 1.5875)
H (-1.1971, 5.1261, 0.1599)
H (0.0202, 3.8749, 0.4028)
H (-4.3271, 3.6382, 0.2612)
H (-4.3993, 3.0643, -1.4233)
H (-3.7474, 4.6674, -1.0737)
H (-0.3261, 2.1649, -2.0255)
H (-0.9092, 3.7663, -2.4967)
H (-1.8387, 2.3197, -2.9152)

## Properties
E_HOMO (spin up / spin down) in eV: -4.6960 / -4.6531
Charge: -1
LUMO level (spin up / spin down) in Eh: 0.0560 / 0.0560
Spin multiplicity: 2
Orbital gap (spin up / spin down) in eV: 6.2 / 6.2

These are the Löwdin partial charges, in e, on atoms 1 to 4: 0.379, 0.067, -0.294, -0.148

DFT (the ωB97M-V functional and the def2-TZVPD basis) results for one molecule with the formula C15H20Cl2N2O4S.

Geometry (Å):
C (-5.4846, -0.6959, -0.5401)
C (-4.3698, -0.4250, 0.4640)
C (-4.7250, 0.6889, 1.4372)
O (-3.1820, -0.0057, -0.2348)
C (-2.3736, -0.9440, -0.6990)
O (-2.5630, -2.1291, -0.6049)
C (-1.1567, -0.3256, -1.3757)
N (-0.4761, 0.5773, -0.4686)
C (0.0882, -0.1276, 0.6701)
C (0.6416, 0.8908, 1.6663)
N (1.6049, 1.7665, 1.0481)
S (3.2098, 1.4322, 1.2326)
O (3.9449, 2.5493, 0.7316)
O (3.3937, 1.0294, 2.5927)
C (3.5843, -0.0342, 0.2267)
C (3.5079, -1.2509, 0.8799)
C (3.7526, -2.4256, 0.1858)
Cl (3.6454, -3.9370, 0.9988)
C (4.0842, -2.3846, -1.1636)
C (4.1757, -1.1667, -1.8091)
C (3.9249, 0.0148, -1.1165)
Cl (4.0481, 1.5139, -1.9422)
C (1.1298, 2.3824, -0.1648)
C (0.5530, 1.3532, -1.1389)
H (-6.3877, -0.9948, -0.0161)
H (-5.1905, -1.4961, -1.2150)
H (-5.6893, 0.2007, -1.1205)
H (-4.1330, -1.3515, 1.0033)
H (-5.6006, 0.4083, 2.0151)
H (-3.8966, 0.8747, 2.1156)
H (-4.9365, 1.6031, 0.8894)
H (-1.5097, 0.2512, -2.2343)
H (-0.5101, -1.1452, -1.7337)
H (-0.7008, -0.7103, 1.1495)
H (0.8874, -0.8239, 0.3541)
H (1.1361, 0.4039, 2.5058)
H (-0.1825, 1.5071, 2.0401)
H (3.2733, -1.2531, 1.9324)
H (4.2752, -3.3008, -1.6995)
H (4.4416, -1.1188, -2.8529)
H (1.9653, 2.9240, -0.6066)
H (0.3437, 3.0948, 0.1060)
H (0.0999, 1.8783, -1.9823)
H (1.3564, 0.7021, -1.5259)

## Properties
E_HOMO in eV: -9.1215
SMILES string: CC(C)OC(=O)CN1CCN(S(=O)(=O)c2cc(Cl)ccc2Cl)CC1
LUMO level in Eh: 0.0088
Spin multiplicity: 1
Orbital gap in eV: 9.4

These are the Löwdin partial charges, in e, on atoms 1 to 4: -0.031, -0.399, -0.035, 0.024

Energy values, unit Eh, following the record order: -9880.928903; -2312.629494.
ΔE to the lowest compared entry with this formula, charge and spin values, unit kJ/mol, following the record order: 102.1; 54.7.